Entry 1:
DFT (ωB97M-V/def2-TZVPD) results for one molecule with the formula C17H16N2O2 in a non-equilibrium geometry.

CARTESIAN COORDINATES (ANGSTROEM)
1 C -0.895 4.740 0.327
2 C -1.453 3.956 -0.896
3 C -0.336 3.238 -1.739
4 O -0.164 3.672 -2.866
5 O 0.275 2.121 -1.276
6 N -0.196 1.550 -0.092
7 C 0.365 0.464 0.369
8 C 1.435 -0.301 -0.333
9 C 1.328 -0.571 -1.709
10 C 2.227 -1.398 -2.369
11 C 3.330 -1.896 -1.704
12 C 3.504 -1.614 -0.336
13 C 2.547 -0.863 0.376
14 C 2.810 -0.830 1.924
15 C 1.910 0.084 2.768
16 C 0.455 -0.317 2.688
17 N -0.050 -0.876 3.789
18 C -1.345 -1.282 3.826
19 C -2.176 -1.068 2.751
20 C -1.658 -0.485 1.606
21 C -0.298 -0.115 1.561
22 H -0.491 4.039 1.088
23 H -0.166 5.489 -0.026
24 H -1.698 5.310 0.777
25 H -2.056 4.626 -1.570
26 H -2.140 3.179 -0.535
27 H 0.469 -0.223 -2.290
28 H 2.110 -1.598 -3.430
29 H 4.047 -2.505 -2.304
30 H 4.354 -2.030 0.233
31 H 3.856 -0.578 2.206
32 H 2.601 -1.842 2.302
33 H 2.241 0.020 3.816
34 H 2.042 1.115 2.471
35 H -1.702 -1.852 4.678
36 H -3.215 -1.383 2.786
37 H -2.287 -0.399 0.714

Cartesian forces (eV/Å) of the 2 atoms listed first:
0.04 -0.37 -0.62
0.30 -0.44 0.33

The spin multiplicity is 1. Its LUMO energy is 0.11 eV. The highest occupied orbital energy is -9.3605 eV. Its energy above the lowest of the compared OMol25 structures with the same formula, charge and spin is 74.1 kcal per mole. The calculation puts the orbital gap at 9.47 eV. The net charge is 0.

Results of the natural (NBO) charge analysis, in e, for atoms 1 through 4: C -0.6094; C -0.5065; C 0.7984; O -0.5610

=====

Entry 2:
DFT (ωB97M-V/def2-TZVPD) results for C3H7N3O as an isolated structure in a non-equilibrium geometry.

CARTESIAN COORDINATES (ANGSTROEM)
1 C -0.870 -1.289 -1.937
2 C -1.401 0.010 -1.262
3 C 0.843 0.719 1.158
4 H 0.468 -1.089 -1.520
5 H -1.571 -2.263 -1.403
6 H -1.303 -1.090 -3.210
7 H -2.565 0.506 -1.342
8 H 2.584 -0.680 1.656
9 H 1.975 0.460 2.962
10 H -0.123 2.326 1.434
11 N -0.683 0.694 -0.354
12 N 1.658 -0.119 1.969
13 N 0.645 1.777 1.743
14 O 0.342 0.036 0.107

Cartesian forces (eV/Å) of the 2 atoms listed first:
-1.14 1.13 0.32
-0.51 1.96 2.18

The spin multiplicity is 1. Its LUMO energy is 0.67 eV. The highest occupied orbital energy is -9.3534 eV. Its energy above the lowest of the compared OMol25 structures with the same formula, charge and spin is 174.8 kcal per mole. The calculation puts the orbital gap at 10.02 eV. The net charge is 0.

Results of the natural (NBO) charge analysis, in e, for atoms 1 through 4: C -0.7528; C 0.0195; C 0.6686; H 0.2868

=====

Entry 3:
DFT (ωB97M-V/def2-TZVPD) results for a 3-piece molecular cluster, C5H12O3 overall in a non-equilibrium geometry.

CARTESIAN COORDINATES (ANGSTROEM)
1 C 1.645 -0.074 1.941
2 C 1.016 -0.630 0.770
3 C 0.843 0.215 -0.290
4 C -0.026 -0.211 -1.382
5 C -0.274 0.534 -2.501
6 O -0.998 -0.127 -3.401
7 H 1.035 -0.405 2.746
8 H 2.682 -0.388 2.048
9 H 1.723 0.897 1.962
10 H 0.465 -1.568 0.758
11 H 1.344 1.184 -0.293
12 H -0.394 -1.225 -1.123
13 H -0.194 1.543 -2.903
14 H -1.049 -1.128 -3.492
15 O -1.477 -2.210 0.155
16 H -2.046 -2.787 0.550
17 H -1.711 -1.754 -0.559
18 O -0.639 2.952 1.863
19 H -1.262 3.160 1.167
20 H -0.683 2.021 1.983

Cartesian forces (eV/Å) of the 2 atoms listed first:
1.09 -4.98 0.92
-0.97 2.04 -2.97

The spin multiplicity is 1. Its LUMO energy is 0.49 eV. The highest occupied orbital energy is -7.4871 eV. Its energy above the lowest of the compared OMol25 structures with the same formula, charge and spin is 95.4 kcal per mole. The calculation puts the orbital gap at 7.98 eV. The net charge is 0.

Results of the natural (NBO) charge analysis, in e, for atoms 1 through 4: C -0.6379; C -0.1898; C -0.2264; C -0.3400

=====

Entry 4:
DFT (ωB97M-V/def2-TZVPD) results for one molecule with the formula C4H10O2 in a non-equilibrium geometry.

CARTESIAN COORDINATES (ANGSTROEM)
1 O 2.908 -0.921 0.709
2 C 1.917 0.118 0.289
3 C 0.483 -0.380 0.489
4 C -0.551 0.226 -0.512
5 C -2.015 0.017 -0.184
6 O -2.838 0.250 -1.377
7 H 3.116 -0.859 1.723
8 H 2.061 0.216 -0.847
9 H 2.173 1.081 0.781
10 H 0.328 -0.019 1.564
11 H 0.407 -1.464 0.404
12 H -0.272 1.141 -0.632
13 H -0.545 -0.254 -1.518
14 H -2.248 -0.972 0.049
15 H -2.298 0.712 0.728
16 H -2.627 1.107 -1.666

Cartesian forces (eV/Å) of the 2 atoms listed first:
-0.39 1.28 2.17
1.33 -1.40 -1.75

The spin multiplicity is 1. Its LUMO energy is 0.87 eV. The highest occupied orbital energy is -10.1938 eV. Its energy above the lowest of the compared OMol25 structures with the same formula, charge and spin is 50.2 kcal per mole. The calculation puts the orbital gap at 11.07 eV. The net charge is 0.

Results of the natural (NBO) charge analysis, in e, for atoms 1 through 4: O -0.7419; C -0.0592; C -0.4259; C -0.4267

=====

Entry 5:
DFT (ωB97M-V/def2-TZVPD) results for one molecule with the formula C7H15N in a non-equilibrium geometry.

CARTESIAN COORDINATES (ANGSTROEM)
1 C -2.563 0.800 0.624
2 C -1.908 -0.058 -0.150
3 C -2.576 -0.858 -1.228
4 N -0.391 -0.494 0.126
5 C 0.446 0.505 0.591
6 C 0.885 1.568 -0.400
7 C 1.819 -0.450 1.141
8 C 2.693 -0.996 0.031
9 H -3.642 0.874 0.592
10 H -2.081 1.432 1.352
11 H -2.133 -0.635 -2.200
12 H -2.460 -1.929 -1.050
13 H -3.646 -0.647 -1.274
14 H -0.027 -1.182 -0.516
15 H 0.038 0.960 1.500
16 H 1.209 1.118 -1.336
17 H 0.057 2.246 -0.598
18 H 1.708 2.146 0.019
19 H 2.364 0.264 1.759
20 H 1.432 -1.242 1.780
21 H 3.524 -1.575 0.441
22 H 3.119 -0.193 -0.569
23 H 2.134 -1.651 -0.636

Cartesian forces (eV/Å) of the 2 atoms listed first:
0.39 0.13 0.07
2.97 -1.73 0.52

The spin multiplicity is 1. Its LUMO energy is 1.05 eV. The highest occupied orbital energy is -8.1467 eV. Its energy above the lowest of the compared OMol25 structures with the same formula, charge and spin is 38.0 kcal per mole. The calculation puts the orbital gap at 9.20 eV. The net charge is 0.

Results of the natural (NBO) charge analysis, in e, for atoms 1 through 4: C -0.5040; C 0.2146; C -0.6606; N -0.6631

=====

Entry 6:
DFT (ωB97M-V/def2-TZVPD) results for one molecule with the formula C2H6O2.

CARTESIAN COORDINATES (ANGSTROEM)
1 O -1.369 1.437 -0.398
2 C -0.863 0.180 -0.151
3 C 0.966 -1.282 0.498
4 O 0.591 0.246 -0.114
5 H -1.158 1.674 -1.310
6 H -1.228 -0.178 0.811
7 H -1.057 -0.567 -0.924
8 H 1.557 -0.929 1.363
9 H 1.709 -1.537 -0.273
10 H 0.851 0.956 0.497

Cartesian forces (eV/Å) of the 2 atoms listed first:
0.01 0.18 -0.27
-0.12 -0.12 0.00

The spin multiplicity is 1. Its LUMO energy is 0.47 eV. The highest occupied orbital energy is -7.6516 eV. Its energy above the lowest of the compared OMol25 structures with the same formula, charge and spin is 101.0 kcal per mole. The calculation puts the orbital gap at 8.12 eV. The net charge is 0.

Results of the natural (NBO) charge analysis, in e, for atoms 1 through 4: O -0.7034; C 0.2262; C -0.5604; O -0.5665